[1]
DFT (wB97M-V/def2-TZVPD) results for a molecular structure, C4H10NO.

Computed properties:
Largest force on an atom: 5.89 eV/A
E_HOMO: -2.4032 eV
ΔE to the lowest compared entry with this formula, charge and spin: 385.02 kJ/mol

The geometry in ORCA input format:
```
! RIJCOSX wB97M-V def2-TZVPD def2/J DEFGRID3
* xyz -1 1
C -1.58 -1.10 -0.69
N -1.65 -0.01 0.26
C 0.51 -0.02 1.58
C -0.19 0.61 0.32
C 0.95 0.63 -0.87
O 2.04 -0.06 -0.51
H -0.99 -0.97 -1.61
H -2.55 -1.41 -1.09
H -1.13 -2.04 -0.31
H -1.36 0.96 -0.23
H -0.35 -0.13 2.25
H 0.59 -1.07 1.30
H 1.43 0.51 1.76
H -0.06 1.66 0.66
H 0.42 0.26 -1.80
H 1.21 1.66 -1.16
*
```



[2]
DFT (wB97M-V/def2-TZVPD) results for a gas-phase ion, C4H10NO (charge -1).

Computed properties:
SMILES: CC(C)NC[O-]
Largest force on an atom: 2.37 eV/A
E_HOMO: -2.4758 eV
ΔE to the lowest compared entry with this formula, charge and spin: 56.20 kJ/mol

The geometry in ORCA input format:
```
! RIJCOSX wB97M-V def2-TZVPD def2/J DEFGRID3
* xyz -1 1
C 0.32 -1.46 -0.96
C 0.17 -0.99 0.54
C 1.48 -0.34 1.02
N -0.96 -0.03 0.61
C -1.08 1.06 -0.46
O 0.00 1.75 -0.74
H 0.41 -0.47 -1.41
H 1.22 -2.04 -1.05
H -0.58 -1.95 -1.32
H -0.11 -1.69 1.33
H 1.60 0.69 0.68
H 1.33 -0.40 2.12
H 2.40 -0.89 0.77
H -0.84 0.52 1.46
H -1.59 0.53 -1.28
H -1.92 1.71 -0.01
*
```



[3]
DFT (wB97M-V/def2-TZVPD) results for 2 unconnected molecules or ions with the total composition C4H10NO.

Computed properties:
Largest force on an atom: 2.29 eV/A
E_HOMO: -2.7224 eV
ΔE to the lowest compared entry with this formula, charge and spin: 149.31 kJ/mol

The geometry in ORCA input format:
```
! RIJCOSX wB97M-V def2-TZVPD def2/J DEFGRID3
* xyz -1 1
C 2.50 0.45 0.39
O 1.19 0.35 0.78
H 2.76 1.18 -0.41
H 3.27 0.72 1.18
H 2.90 -0.58 0.13
C -1.54 1.06 0.59
C -1.44 -0.47 0.35
C -0.01 -0.90 -1.37
N -1.27 -0.82 -1.07
H -1.79 1.25 1.70
H -0.57 1.46 0.33
H -2.32 1.55 -0.05
H -2.37 -0.97 0.71
H -0.55 -0.82 0.90
H 0.76 -0.76 -0.58
H 0.24 -0.92 -2.41
*
```



[4]
DFT (wB97M-V/def2-TZVPD) results for a molecular structure, C4H10NO.

Computed properties:
Largest force on an atom: 5.39 eV/A
E_HOMO (spin up / spin down): 4.3854 / 0.7069 eV
ΔE to the lowest compared entry with this formula, charge and spin: 416.13 kJ/mol

The geometry in ORCA input format:
```
! RIJCOSX wB97M-V def2-TZVPD def2/J DEFGRID3
* xyz -2 2
C -0.54 0.88 -1.32
C -0.91 0.03 -0.11
C 0.28 0.00 0.99
C 1.51 -0.82 0.61
O 2.28 -0.25 -0.33
N -2.46 0.15 0.09
H -1.10 0.53 -2.17
H -0.95 1.84 -1.10
H 0.52 0.99 -1.53
H -0.84 -0.94 -0.42
H 0.75 1.05 1.13
H -0.25 -0.40 1.89
H 1.95 -1.32 1.55
H 1.03 -1.82 0.35
H -1.55 1.02 0.56
H -2.62 -0.59 0.71
*
```



[5]
DFT (wB97M-V/def2-TZVPD) results for a gas-phase ion, C4H10NO (charge +1).

Computed properties:
SMILES: C[NH2+][C@H](C)C=O
Largest force on an atom: 6.64 eV/A
E_HOMO: -15.1305 eV
ΔE to the lowest compared entry with this formula, charge and spin: 173.14 kJ/mol

The geometry in ORCA input format:
```
! RIJCOSX wB97M-V def2-TZVPD def2/J DEFGRID3
* xyz 1 1
O 0.38 1.81 -0.29
C 0.34 1.15 0.69
C -0.15 -0.29 0.58
N -0.21 -0.66 -0.86
C 1.22 -1.02 -1.26
C -1.51 -0.54 1.25
H 0.83 1.42 1.66
H 0.51 -0.88 1.25
H -0.77 -1.39 -1.03
H -0.51 0.24 -1.34
H 1.78 -0.11 -1.25
H 1.23 -1.52 -2.27
H 1.66 -1.67 -0.51
H -2.21 0.43 1.35
H -1.43 -1.03 2.16
H -2.11 -1.13 0.73
*
```



[6]
DFT (wB97M-V/def2-TZVPD) results for 2 unconnected molecules or ions with the total composition C4H10NO.

Computed properties:
Largest force on an atom: 3.51 eV/A
E_HOMO: -14.2138 eV
ΔE to the lowest compared entry with this formula, charge and spin: 183.01 kJ/mol

The geometry in ORCA input format:
```
! RIJCOSX wB97M-V def2-TZVPD def2/J DEFGRID3
* xyz 1 1
C -1.79 1.85 0.62
C -0.70 0.85 0.21
C -0.77 -0.48 0.38
N 0.32 -1.35 -0.11
C 0.24 -2.63 -0.36
H -1.90 2.01 1.77
H -2.68 1.34 0.20
H -1.82 2.85 0.21
H 0.14 1.25 -0.28
H -1.69 -1.03 0.63
H 1.26 -0.87 -0.29
H -0.74 -2.98 -0.51
H 1.07 -3.28 -0.36
H 2.83 1.35 -1.30
H 3.47 0.57 -0.10
O 2.74 0.55 -0.71
*
```